(1)
Computed, not measured: one molecule with the formula C5H10N4 at a distorted geometry, with ωB97M-V with the def2-TZVPD basis set.

```
19
Properties=species:S:1:pos:R:3:forces:R:3
C -2.522620 -0.277218 -0.129382 -0.150 2.495 2.169
C -1.107273 -0.177191 -0.694757 -1.230 0.304 2.742
C 0.004743 0.797229 -0.466217 0.447 1.635 -3.389
C 1.601076 -0.609765 -0.013083 1.535 -3.372 -1.893
C 0.174181 -0.551931 0.213558 -2.596 2.131 -1.528
H -3.292466 0.386976 -0.562804 0.765 -0.204 -0.964
H -2.967023 -1.249492 -0.134499 0.129 -0.779 0.185
H -2.571257 0.222197 0.915035 0.461 -1.585 -1.324
H -1.042458 -0.347116 -1.706573 -0.085 -0.852 -2.098
H 0.381163 0.928881 -1.581622 -0.245 -1.104 2.195
H 1.288202 2.326523 -0.674731 -0.649 -0.344 1.753
H 2.930401 1.019312 -0.139946 0.233 -0.096 0.146
H 1.833834 -2.480842 -0.597326 -2.094 -2.014 -0.035
H 0.025058 -1.128159 2.130669 0.124 0.475 0.220
H 0.176809 0.645176 1.879959 -1.028 -3.110 -0.231
N 1.007563 1.780018 0.196722 -0.659 -1.192 -1.485
N 2.025394 0.728282 0.183414 1.928 -1.037 0.600
N 2.293284 -1.673068 -0.368571 2.003 6.012 1.166
N -0.238611 -0.339803 1.550159 1.108 2.639 1.770
```
Forces are in eV/Å.

## Properties
SMILES: [H]/N=C1/NN[C@@H]2[C@H](C)[C@@]12N
Charge: 0
ΔE to the lowest compared entry with this formula, charge and spin, kJ/mol: 680.58
HOMO-LUMO gap, eV: 9.1
HOMO, eV: -8.51

***

(2)
Computed, not measured: C30H33BBrCdN9O4S2Te as an isolated structure, with ωB97M-V with the def2-TZVPD basis set.

```
82
Properties=species:S:1:pos:R:3:forces:R:3
Cd -0.896141 0.383655 -0.798328 0.356 0.120 -0.052
N -3.193544 3.174572 6.760736 -0.016 0.096 -0.049
C -3.334293 2.864110 5.391181 -0.012 0.018 0.053
C -2.229651 2.906337 4.543826 0.030 -0.007 -0.037
C -2.372358 2.638120 3.192741 -0.040 0.014 0.021
C -3.623893 2.322246 2.681209 0.029 0.012 0.148
C -4.727822 2.282186 3.512768 0.036 0.001 0.020
C -4.585859 2.559455 4.864488 -0.023 -0.001 -0.004
S -3.767078 1.967312 0.950179 0.235 -0.029 -0.099
O -5.132256 1.575241 0.706981 -0.066 0.015 0.036
O -3.264144 3.138462 0.282228 -0.056 0.048 -0.079
N -2.702132 0.786949 0.693737 -0.317 -0.591 0.371
C -2.831860 -0.400222 1.347722 0.141 0.377 -0.230
N -1.903210 -1.319910 0.973316 -0.125 0.132 0.016
C -1.936714 -2.496659 1.564167 0.179 -0.009 -0.163
C -2.868611 -2.823427 2.538995 -0.060 0.034 0.044
C -3.764068 -1.817739 2.862389 0.027 0.030 0.001
N -3.762109 -0.621217 2.297780 -0.054 -0.028 -0.006
H -2.263706 3.008556 7.112706 0.001 -0.049 0.010
H -3.886465 2.733171 7.344507 0.016 -0.044 0.007
H -1.250790 3.142463 4.948542 -0.007 -0.007 -0.008
H -1.512274 2.651883 2.532126 -0.010 -0.016 0.011
H -5.686717 2.014718 3.089082 0.009 -0.022 0.008
H -5.448720 2.528200 5.522600 0.003 0.002 -0.011
H -1.177104 -3.204307 1.243586 -0.014 0.004 -0.008
H -2.886761 -3.793160 3.014580 -0.010 0.002 -0.004
H -4.525582 -1.977882 3.623154 0.005 0.000 -0.001
C 3.895204 2.047403 -2.388643 0.048 0.046 -0.028
C 3.306665 2.056640 -1.032435 -0.046 -0.086 -0.022
N 3.757594 2.724173 -0.002679 -0.071 -0.019 0.063
N 2.899438 2.369104 0.988383 0.063 0.076 0.012
C 1.935662 1.516812 0.588969 -0.162 -0.088 0.149
S 0.688170 0.837233 1.524692 0.108 0.193 -0.149
N 2.199969 1.313837 -0.718870 -0.135 -0.027 -0.327
N 1.465476 0.472032 -1.526004 0.089 -0.418 0.500
H 4.811447 2.634124 -2.382111 -0.007 -0.002 -0.019
H 3.201934 2.469477 -3.119496 -0.008 0.000 0.015
H 4.117969 1.022507 -2.695237 -0.001 0.005 0.008
H 2.976031 2.755782 1.909262 0.020 -0.012 0.005
H 1.998418 -1.350513 -0.576469 -0.166 0.240 0.076
H 1.715117 0.689886 -2.484296 -0.145 0.149 0.001
Br -4.745434 5.253460 -5.595838 0.026 0.003 0.030
C -3.382753 5.195315 -4.254373 0.005 -0.038 -0.011
C -2.747461 6.375869 -3.907978 0.006 -0.011 0.023
C -1.756719 6.332267 -2.934823 -0.005 -0.023 -0.004
C -1.411465 5.128099 -2.338244 -0.010 0.008 0.001
C -2.058282 3.955409 -2.703752 -0.003 0.009 -0.040
C -3.058968 3.985862 -3.667908 -0.043 0.044 -0.010
C -1.671107 2.632917 -2.076018 0.063 0.032 -0.010
O -2.374917 1.635664 -2.327908 0.147 0.109 -0.032
O -0.634320 2.624821 -1.355626 -0.160 0.257 -0.067
H -3.024664 7.305479 -4.386248 0.000 0.008 0.004
H -1.254378 7.248104 -2.646525 -0.004 0.003 0.005
H -0.644944 5.064991 -1.577506 0.001 0.006 -0.012
H -3.557496 3.061669 -3.926505 0.003 0.005 0.002
B -2.005340 -2.653382 -4.456376 0.019 0.048 0.028
C -1.471994 -1.825389 -3.201001 0.084 -0.271 -0.074
N -1.048589 -1.277238 -2.277420 -0.217 -0.100 -0.167
H -2.978837 -2.079723 -4.908768 0.042 -0.021 0.026
H -2.296432 -3.771822 -4.063318 0.015 0.050 -0.003
H -1.104803 -2.703640 -5.278899 -0.022 0.008 0.036
C 6.277811 -6.686919 -0.789704 -0.049 -0.003 -0.009
C 5.242389 -5.636854 -0.476233 0.008 0.005 0.005
C 5.314178 -4.366008 -1.029283 -0.029 0.025 0.010
C 4.394109 -3.369438 -0.711307 0.005 0.025 -0.052
C 4.536795 -2.018246 -1.362706 0.027 -0.048 0.035
C 3.358188 -3.643842 0.196740 0.040 -0.010 0.132
Te 2.105543 -2.055254 0.925352 0.189 -0.348 -0.107
C 3.240972 -4.941720 0.716513 -0.035 -0.015 -0.012
C 2.114569 -5.347536 1.638328 0.092 0.049 -0.001
C 4.185081 -5.909940 0.378187 -0.025 0.011 -0.010
H 7.023493 -6.305509 -1.488316 -0.011 -0.002 0.000
H 5.823450 -7.575708 -1.234016 0.000 0.009 -0.004
H 6.799346 -7.007202 0.115551 0.004 0.003 -0.005
H 6.116070 -4.134659 -1.724921 -0.010 -0.001 0.007
H 5.401695 -2.001967 -2.027968 0.007 -0.002 0.012
H 4.650134 -1.230958 -0.612772 -0.005 0.000 0.002
H 3.648406 -1.763997 -1.944918 -0.003 0.006 0.005
H 1.251547 -4.694634 1.519593 -0.011 -0.021 -0.024
H 2.420239 -5.299134 2.687653 -0.002 0.027 -0.007
H 1.805005 -6.372835 1.428572 0.023 -0.009 0.027
H 4.084648 -6.907983 0.798627 -0.006 0.012 -0.009
```
Forces are in eV/Å.

## Properties
Charge: -2
ΔE to the lowest compared entry with this formula, charge and spin, kJ/mol: 213.17
HOMO-LUMO gap, eV: 6.2
HOMO, eV: -2.48

***

(3)
Computed, not measured: one molecule with the formula C19H16N4O8S2 at a distorted geometry, with ωB97M-V with the def2-TZVPD basis set.

```
49
Properties=species:S:1:pos:R:3:forces:R:3
O -0.378895 3.547737 3.427324 1.795 -1.545 -0.661
O 3.533946 1.536565 2.470397 -1.446 -0.374 -0.627
O -0.388547 -2.609825 -4.830801 -0.312 0.961 0.383
O 0.954220 -4.433664 -3.948428 -3.158 2.333 1.810
O 4.698922 -3.305229 -1.059742 -2.971 4.027 1.842
O 4.319407 -2.003880 1.096882 -1.466 -0.497 -2.338
N 2.302228 -0.006900 0.605749 -0.438 1.030 0.149
N -0.427932 1.901654 1.882231 0.447 -1.461 -1.377
O -1.518434 -3.979383 -3.212216 1.285 0.245 1.212
O 4.791386 -0.817153 -0.962734 -0.550 -1.019 -0.819
C 0.287137 2.673966 2.873911 -2.105 1.353 1.051
C 2.308765 1.648363 2.319280 4.882 0.346 0.845
C 1.662334 0.950540 1.199051 -2.219 -2.782 -1.017
C 0.160868 1.053767 1.070109 1.896 2.143 0.341
C -4.557191 1.047845 -0.352975 -2.631 1.073 -1.291
C -4.118608 -0.172841 0.043817 1.511 -0.015 0.396
C -3.688187 2.007103 -0.821378 0.520 0.151 -0.167
C -0.174250 -1.394012 -1.718080 -2.710 1.500 -0.214
C 1.780621 -2.634061 -1.833664 1.812 -1.061 0.658
C 1.622633 -0.840016 -0.294535 -0.270 1.586 0.729
C 0.258303 -0.593021 -0.700003 4.123 -1.096 0.656
C -1.779637 0.575677 -0.264686 -4.059 0.614 -0.569
C -2.759922 -0.399160 0.152075 1.877 0.650 -0.273
C -2.292394 1.783572 -0.782931 -1.548 -1.261 1.320
C 0.516106 -2.401925 -2.259503 -0.022 -1.209 -0.964
C 2.378824 -1.855167 -0.851209 -0.875 -0.522 -0.647
N -0.391543 0.427935 -0.097336 -0.586 1.273 2.967
N 1.650074 2.424031 3.202661 -2.598 -0.270 -0.080
C -2.276901 -1.651466 0.784050 3.426 2.245 -0.718
C -1.488869 2.928557 -1.105223 2.560 0.468 1.032
C 2.340753 2.889036 4.443065 -0.281 2.583 -0.591
S -0.096176 -3.391753 -3.671067 3.488 -2.506 -2.036
S 4.072900 -2.112929 -0.346239 4.667 -2.923 0.532
H -1.914280 -4.297247 -4.026842 -0.413 -0.172 -0.502
H 4.715583 -0.107190 -0.324822 -0.108 0.498 0.663
H -5.677074 1.204728 -0.404044 1.456 0.050 0.102
H -4.780241 -0.935695 0.359016 -0.627 -0.586 0.289
H -4.039173 2.975470 -1.242297 0.167 -0.895 0.567
H -1.122560 -1.183892 -2.125219 -1.297 0.262 -0.352
H 2.283430 -3.478216 -2.220104 0.800 -0.687 -0.451
H -1.622046 -1.347775 1.650116 -0.148 -0.628 -0.940
H -3.053286 -2.124830 1.191429 -2.997 -2.337 1.406
H -1.756020 -2.230034 0.012474 0.047 -0.355 0.691
H -2.139416 3.689342 -1.415659 -0.522 1.567 0.055
H -0.905531 2.722136 -1.961041 1.138 -0.238 -1.032
H -0.772391 3.203097 -0.252629 -1.227 -0.020 -1.210
H 3.350881 3.313051 4.114468 -1.534 -0.636 0.748
H 2.435465 2.138717 5.198229 0.355 -1.056 -0.111
H 1.694720 3.664373 4.989076 0.866 -0.811 -1.451
```
Forces are in eV/Å.

## Properties
SMILES: Cc1cccc(C)c1-n1c2nc(=O)n(C)c(=O)c-2nc2c(S(=O)(=O)O)cc(S(=O)(=O)O)cc21
Charge: 0
ΔE to the lowest compared entry with this formula, charge and spin, kJ/mol: 0.00
HOMO-LUMO gap, eV: 7.3
HOMO, eV: -9.61

***

Question: Look up the HOMO-LUMO gap of the first one.
Answer: 9.1 eV